This record from the OMol25 dataset describes a cluster of 9 separate species, C48H88F6N16P in total in a non-equilibrium geometry. The level of theory is ωB97M-V/def2-TZVPD.

```
! RIJCOSX wB97M-V def2-TZVPD def2/J DEFGRID3
* xyz 7 1
P 9.860 10.243 -19.306
F 8.521 11.186 -19.192
F 10.471 11.380 -20.336
F 11.283 9.381 -19.423
F 10.463 11.113 -18.051
F 9.210 9.401 -20.519
F 9.191 9.218 -18.208
N 4.989 13.875 -27.243
N 6.299 -1.473 -16.086
N 7.990 4.928 -27.496
N 15.995 7.880 -12.318
N 15.541 5.697 -24.964
N 9.676 3.479 -27.673
N 14.095 7.519 -24.985
N 14.465 16.745 -25.433
N 0.505 9.722 -15.084
N 15.307 15.180 -11.798
N 4.886 12.954 -29.311
N 13.185 15.965 -12.119
N 2.086 11.076 -16.035
N 13.764 8.408 -12.156
N 14.775 16.096 -23.265
N 6.134 -0.012 -17.847
C 16.658 4.805 -25.222
C 15.559 8.153 -13.575
C 17.358 7.632 -11.967
C 5.273 12.440 -30.648
C 13.636 8.908 -25.267
C 7.158 -0.933 -18.106
C 5.669 13.671 -28.451
C 14.725 17.240 -26.808
C 5.563 -0.446 -16.672
C 8.755 3.011 -26.788
C 6.019 -2.244 -14.914
C 7.264 -1.759 -17.045
C 12.016 10.062 -11.725
C 14.140 8.331 -13.494
C 3.688 13.450 -27.500
C 5.468 14.565 -26.082
C 14.239 15.816 -11.231
C 1.451 8.916 -15.734
C 2.779 12.190 -16.633
C 14.950 8.183 -11.450
C 13.638 6.540 -24.077
C 15.294 6.974 -25.488
C 15.490 15.690 -22.051
C 2.439 9.747 -16.255
C 13.674 15.625 -13.352
C 12.404 8.645 -11.644
C 7.047 1.935 -19.122
C 17.562 15.984 -11.286
C 7.102 6.101 -27.771
C 14.928 14.991 -13.161
C 3.768 12.804 -15.647
C 11.847 16.428 -11.692
C 13.459 16.559 -23.412
C 10.873 2.899 -28.098
C 5.786 1.152 -18.657
C 7.702 3.870 -26.646
C 13.394 9.209 -26.769
C 0.832 11.040 -15.400
C 15.370 16.278 -24.524
C 13.264 16.899 -24.731
C 6.596 13.772 -25.406
C 3.587 12.957 -28.772
C 9.261 4.767 -27.999
C -0.701 9.273 -14.468
C 16.575 14.812 -11.161
C 15.983 16.947 -21.245
C 14.450 5.407 -24.103
C 6.999 7.004 -26.560
H 16.354 14.565 -10.123
H 16.492 16.501 -20.390
H 11.749 8.016 -12.248
H -1.524 9.590 -15.108
H 6.766 3.754 -26.120
H 14.954 16.389 -27.449
H 5.115 0.791 -19.436
H 7.837 -0.793 -18.934
H 13.135 10.265 -26.838
H 12.714 8.960 -24.689
H 7.137 14.317 -24.632
H -0.814 8.191 -14.394
H 6.398 7.902 -26.704
H 14.964 8.082 -10.375
H 16.714 3.943 -24.557
H 17.120 16.764 -10.666
H 12.442 17.317 -25.292
H 17.677 16.416 -12.281
H 7.629 2.196 -18.238
H 13.881 17.805 -27.201
H 17.225 7.241 -10.958
H 3.097 13.121 -14.849
H -0.894 9.745 -13.504
H 11.024 1.865 -27.789
H 11.684 3.478 -27.656
H 6.377 -1.651 -14.072
H 4.774 0.052 -16.128
H 16.414 16.148 -24.767
H 7.743 1.503 -19.840
H 18.546 15.800 -10.857
H 6.288 12.049 -30.575
H 7.996 -2.541 -16.906
H 6.672 14.041 -28.600
H 12.999 15.660 -14.195
H 15.566 17.929 -26.731
H 6.110 5.702 -27.980
H 5.310 13.236 -31.392
H 9.761 5.441 -28.680
H 12.647 8.521 -27.166
H 6.318 12.812 -24.971
H 7.378 13.584 -26.142
H 15.149 17.556 -20.895
H 12.440 8.363 -10.592
H 14.193 16.121 -10.196
H 5.843 15.490 -26.520
H 11.372 16.979 -12.503
H 7.949 7.481 -26.321
H 6.587 6.370 -25.775
H 12.711 6.690 -23.543
H 14.809 15.032 -21.511
H 12.785 16.737 -22.587
H 11.029 3.024 -29.169
H 2.704 12.674 -29.327
H 16.957 13.872 -11.560
H 12.658 10.627 -11.050
H 16.609 4.306 -26.190
H 4.545 14.723 -25.524
H 16.321 15.033 -22.306
H 2.079 12.977 -16.913
H 17.827 8.606 -11.828
H 0.348 11.910 -14.981
H 10.994 10.182 -11.367
H 14.257 9.598 -24.697
H 16.247 8.060 -14.402
H 15.560 14.319 -13.722
H 3.230 11.808 -17.549
H 6.720 2.910 -19.484
H 15.918 7.469 -26.217
H 4.331 13.604 -16.127
H 1.248 7.856 -15.686
H 14.280 9.076 -27.389
H 4.519 11.735 -30.999
H 4.496 12.092 -15.257
H 13.355 8.486 -14.219
H 16.584 17.717 -21.728
H 11.992 10.526 -12.711
H 14.386 4.407 -23.702
H 17.606 5.343 -25.201
H 3.390 9.460 -16.679
H 8.929 2.057 -26.313
H 11.878 17.108 -10.840
H 11.246 15.544 -11.478
H 7.466 6.619 -28.659
H 5.210 1.763 -17.962
H 4.945 -2.376 -14.786
H 2.857 13.580 -26.822
H 6.556 -3.192 -14.951
H 17.900 6.900 -12.566
*
```

E_LUMO	-0.3794	Ha
HOMO	-19.5	eV
relative energy (zero: lowest compared OMol25 entry of this formula, charge and spin)	0.00	kJ/mol